Formula: C15H34O9SSi
Source: the OMol25 dataset
Level of theory: ωB97M-V/def2-TZVPD

Each line ends with the Löwdin charge.
CARTESIAN COORDINATES (ANGSTROEM)
1 C -1.2515 0.2300 1.5503  -0.146
2 Si -0.3333 1.3319 2.7643  0.452
3 C 0.1463 2.9389 1.9122  -0.139
4 C -1.4386 1.7458 4.2314  -0.147
5 O 1.0986 0.6341 3.2932  -0.252
6 C 1.0802 -0.7568 3.5857  -0.213
7 C 1.5897 -1.0519 5.0172  -0.210
8 O 1.5632 0.0962 5.8624  -0.309
9 S 2.9933 0.8783 5.8545  0.908
10 O 3.7717 0.3766 6.9532  -0.360
11 O 2.3748 2.2761 6.3724  -0.297
12 C 2.0056 3.1423 5.2757  -0.190
13 C 3.1728 3.5020 4.3514  -0.231
14 O 2.9183 3.1587 3.0039  -0.089
15 H -0.7317 -0.6983 1.3174  0.034
16 H -1.4283 0.7767 0.6263  0.026
17 H -2.2235 -0.0369 1.9662  0.035
18 H -0.3327 3.7967 2.3815  0.034
19 H -0.0800 2.9125 0.8479  0.029
20 H 1.2232 3.0982 2.0063  0.007
21 H -1.4568 2.8231 4.3916  0.027
22 H -2.4540 1.4211 3.9959  0.027
23 H -1.1284 1.2494 5.1511  0.032
24 H 1.7465 -1.2477 2.8739  0.124
25 H 0.0848 -1.1859 3.4643  0.105
26 H 2.5828 -1.5030 4.9787  0.110
27 H 0.9377 -1.7835 5.4914  0.125
28 H 1.5972 4.0334 5.7463  0.129
29 H 1.2035 2.6863 4.6954  0.085
30 H 3.3401 4.5775 4.3688  0.123
31 H 4.0967 3.0361 4.7055  0.108
32 H 2.7478 2.2121 2.9635  0.062
33 O -3.5457 -1.8889 -0.4775  0.099
34 C -3.4377 -1.4673 -1.5966  -0.532
35 O -2.3588 -0.7248 -1.9042  -0.005
36 C -2.0449 -0.3169 -3.2456  -0.235
37 C -2.7754 0.9503 -3.6379  -0.053
38 C -4.5104 -1.6930 -2.6387  0.011
39 H -2.2395 -1.1332 -3.9456  0.108
40 H -0.9730 -0.1422 -3.2498  0.093
41 H -3.8583 0.8180 -3.6358  0.067
42 H -2.4693 1.2641 -4.6359  0.084
43 H -2.5373 1.7481 -2.9346  0.085
44 H -5.2676 -0.9183 -2.5242  0.095
45 H -4.9713 -2.6575 -2.4432  0.089
46 H -4.1507 -1.6828 -3.6642  0.068
47 O 0.8938 -0.3408 -4.2733  0.091
48 C 1.0964 -1.3963 -4.8111  -0.520
49 O 1.4969 -1.3946 -6.0945  0.005
50 C 1.9166 -2.5797 -6.7797  -0.234
51 C 0.7493 -3.3366 -7.3769  -0.063
52 C 0.8407 -2.7077 -4.1054  0.020
53 H 2.5227 -3.2062 -6.1244  0.112
54 H 2.5730 -2.2179 -7.5686  0.124
55 H 0.0679 -3.6994 -6.6071  0.068
56 H 1.1079 -4.1935 -7.9471  0.082
57 H 0.1837 -2.6864 -8.0438  0.084
58 H -0.2131 -2.9613 -4.2205  0.090
59 H 1.0463 -2.5672 -3.0476  0.096
60 H 1.4419 -3.5379 -4.4660  0.071

E_LUMO   0.015 Eh
Multiplicity   1
HOMO level   -9.7 eV
Total charge   0


Formula: C15H35BO3Si
Source: the OMol25 dataset
Level of theory: ωB97M-V/def2-TZVPD

Each line ends with the Löwdin charge.
CARTESIAN COORDINATES (ANGSTROEM)
1 C -3.6913 1.0998 3.8524  -0.067
2 C -2.2219 0.6736 3.8771  -0.271
3 O -1.4334 1.6444 3.2116  -0.155
4 C -0.3071 1.1687 2.4974  -0.236
5 C 0.9366 1.9741 2.8694  -0.164
6 C 1.9656 2.1256 1.7422  -0.219
7 C 3.0489 1.0538 1.7394  -0.270
8 C 2.5769 -0.3842 1.5030  -0.287
9 Si 1.6811 -0.7367 -0.1348  0.728
10 C 2.2476 0.3587 -1.5521  -0.294
11 C 1.5138 0.0012 -2.8671  -0.252
12 C 0.2780 0.8898 -3.1334  -0.209
13 C -0.9983 0.0855 -3.3787  -0.175
14 C -2.1682 0.9168 -3.9145  -0.236
15 O -3.2248 0.9258 -2.9744  -0.193
16 C -4.4948 1.1431 -3.5336  -0.121
17 B 2.0194 -2.6619 -0.6463  -0.517
18 O 3.0609 -2.8660 -1.5057  0.096
19 C 1.1875 -3.8878 -0.1118  -0.205
20 C 0.6576 -3.7253 1.3181  -0.130
21 H -3.7356 2.1553 3.5975  0.074
22 H -4.1593 0.9385 4.8205  0.067
23 H -4.2380 0.5382 3.0984  0.068
24 H -1.8712 0.5759 4.9079  0.114
25 H -2.1094 -0.2956 3.3881  0.108
26 H -0.1492 0.1047 2.6948  0.101
27 H -0.5066 1.2656 1.4260  0.106
28 H 0.5692 2.9665 3.1359  0.113
29 H 1.4052 1.5513 3.7593  0.116
30 H 1.4337 2.1743 0.7893  0.092
31 H 2.4635 3.0901 1.8591  0.108
32 H 3.8275 1.3126 1.0192  0.103
33 H 3.5279 1.1015 2.7233  0.106
34 H 3.4622 -1.0286 1.5011  0.075
35 H 1.9743 -0.7273 2.3479  0.065
36 H 0.2145 -0.5507 0.0586  0.006
37 H 2.0812 1.4178 -1.3478  0.062
38 H 3.3283 0.2517 -1.6702  0.079
39 H 1.1719 -1.0351 -2.8452  0.081
40 H 2.2189 0.1049 -3.6894  0.106
41 H 0.1130 1.5620 -2.2913  0.110
42 H 0.4604 1.4990 -4.0209  0.108
43 H -1.3444 -0.3619 -2.4455  0.114
44 H -0.7908 -0.7332 -4.0683  0.111
45 H -2.5269 0.4996 -4.8604  0.113
46 H -1.8394 1.9431 -4.1103  0.120
47 H -5.2333 0.8953 -2.7749  0.085
48 H -4.6599 0.5019 -4.4036  0.083
49 H -4.6377 2.1881 -3.8242  0.086
50 H 3.1994 -3.7988 -1.6941  0.096
51 H 0.3521 -4.0260 -0.8087  0.108
52 H 1.7747 -4.8131 -0.1772  0.096
53 H -0.0492 -2.9001 1.3879  0.060
54 H 0.1592 -4.6341 1.6518  0.068
55 H 1.4796 -3.5325 2.0071  0.071

E_LUMO   0.020 Eh
Multiplicity   1
HOMO level   -9.2 eV
Structure (SMILES)   CCOCCCCC[Si@@H](CCCCCOC)B(O)CC
Total charge   0


Formula: C15H35CaF2N6O9S2
Source: the OMol25 dataset
Level of theory: ωB97M-V/def2-TZVPD

Each line ends with the Löwdin charge.
CARTESIAN COORDINATES (ANGSTROEM)
1 Ca 0.6433 -0.1764 -0.2803  1.453
2 N 2.1168 -0.7477 -1.8115  -0.399
3 S 2.1917 -1.4363 -3.1585  0.398
4 O 2.6602 -2.8183 -3.2593  -0.247
5 O 2.4202 -0.5749 -4.3141  -0.271
6 F 0.6310 -1.6418 -3.3858  -0.202
7 S 3.8320 -0.6662 -1.8645  0.603
8 O 4.5416 0.2185 -2.7922  -0.237
9 O 4.5159 -1.8750 -1.4912  -0.249
10 F 3.8721 0.2042 -0.4668  -0.221
11 C -2.6646 0.6790 2.3187  0.024
12 C -1.1556 0.6644 2.5401  -0.508
13 O -0.4537 0.4419 1.5487  -0.141
14 N -0.6622 0.8472 3.7903  0.036
15 C 0.7275 0.9284 4.1913  -0.051
16 H -3.0693 1.6886 2.2468  0.089
17 H -3.2048 0.1446 3.1001  0.087
18 H -2.8479 0.1459 1.3858  0.074
19 H -1.3203 0.9157 4.5534  0.148
20 H 0.9991 0.2229 4.9765  0.090
21 H 0.9015 1.9361 4.5688  0.090
22 H 1.3948 0.7634 3.3454  0.090
23 C 2.3903 3.7224 -1.6062  0.043
24 C 1.5213 3.2513 -0.4004  -0.518
25 O 1.3723 2.0649 -0.2123  -0.071
26 N 0.8810 4.1466 0.3108  0.040
27 C 0.0414 3.8472 1.4518  -0.039
28 H 2.2931 3.1460 -2.5262  0.085
29 H 3.4406 3.7769 -1.3201  0.094
30 H 2.0097 4.6937 -1.9223  0.071
31 H 0.8790 5.1226 0.0509  0.150
32 H -0.9694 3.5896 1.1353  0.075
33 H -0.1485 4.7176 2.0798  0.095
34 H 0.4725 3.0465 2.0527  0.077
35 C -2.5812 -2.0360 -2.4440  0.031
36 C -2.1347 -2.1560 -0.9972  -0.488
37 O -1.0357 -1.7249 -0.6081  -0.102
38 N -3.0153 -2.6432 -0.1176  0.031
39 C -2.7333 -3.0031 1.2688  -0.039
40 H -1.7682 -1.5308 -2.9654  0.065
41 H -3.4179 -1.3525 -2.5886  0.090
42 H -2.7265 -3.0438 -2.8331  0.100
43 H -3.9311 -2.7993 -0.5140  0.144
44 H -2.3913 -2.1765 1.8916  0.059
45 H -1.9772 -3.7863 1.3225  0.090
46 H -3.6691 -3.4090 1.6532  0.096
47 C -3.0811 2.2586 -1.3383  0.032
48 C -1.9059 1.6257 -2.0979  -0.466
49 O -1.0478 0.9662 -1.4577  -0.121
50 N -1.7581 1.8206 -3.4089  0.021
51 C -0.6636 1.4015 -4.2259  -0.034
52 H -2.7678 2.7844 -0.4364  0.075
53 H -3.8710 1.5388 -1.1239  0.085
54 H -3.6053 2.8698 -2.0729  0.076
55 H -2.4448 2.4090 -3.8588  0.146
56 H -0.3805 2.3279 -4.7256  0.101
57 H -0.9881 0.6354 -4.9302  0.101
58 H 0.1702 1.0124 -3.6415  0.072
59 C 0.4160 -2.5003 3.0441  0.014
60 C 1.5936 -2.4196 2.0864  -0.477
61 O 1.7529 -1.4491 1.3483  -0.082
62 N 2.3892 -3.5176 2.0592  0.025
63 C 3.4811 -3.7619 1.1729  -0.040
64 H -0.2899 -1.6876 2.8728  0.053
65 H 0.6925 -2.4741 4.0981  0.091
66 H -0.0790 -3.4713 3.0319  0.083
67 H 2.0937 -4.1225 2.8122  0.142
68 H 4.2713 -4.0739 1.8559  0.095
69 H 3.8591 -2.9354 0.5711  0.072
70 H 3.2918 -4.5655 0.4612  0.099

Energy above the lowest of the compared OMol25 structures with the same formula, charge and spin   63.3 kcal/mol
E_LUMO   -0.080 Eh
Multiplicity   1
HOMO level   -12.1 eV
Total charge   +1


Formula: C15H35Cl2LiN2SbSi3
Source: the OMol25 dataset
Level of theory: ωB97M-V/def2-TZVPD

Each line ends with the Löwdin charge.
CARTESIAN COORDINATES (ANGSTROEM)
1 Li -1.6580 1.0033 -0.9794  0.370
2 N -4.6070 -3.3474 -4.0761  0.148
3 C -3.9624 -2.3715 -3.4019  -0.305
4 C -4.5637 -1.7136 -2.3181  -0.003
5 C -3.8758 -0.7114 -1.6801  -0.154
6 N -2.6376 -0.3122 -2.0145  -0.068
7 C -2.0711 -0.9506 -3.0491  -0.156
8 C -2.6717 -1.9581 -3.7633  -0.001
9 H -5.5195 -3.6564 -3.7972  0.112
10 H -4.1622 -3.8410 -4.8271  0.112
11 H -5.5558 -1.9793 -1.9811  0.118
12 H -4.3409 -0.1916 -0.8499  0.104
13 H -1.0745 -0.6327 -3.3242  0.101
14 H -2.1483 -2.4139 -4.5925  0.119
15 Cl -3.0583 2.8135 -0.4654  0.465
16 C -3.5383 4.0656 0.7653  -0.943
17 Cl -3.8369 3.3840 2.3311  0.595
18 H -4.4445 4.4962 0.3562  0.035
19 H -2.7150 4.7684 0.7993  0.037
20 C 4.0897 1.2003 1.7941  -0.205
21 Si 2.9072 2.1157 0.6982  0.253
22 C 3.6741 2.4611 -0.9574  -0.226
23 C 2.3371 3.6826 1.5167  -0.225
24 Sb 0.8232 0.7184 0.2332  0.806
25 Si -0.0306 -0.0613 2.5274  0.263
26 C -0.6043 1.4643 3.4214  -0.224
27 C -1.4793 -1.1945 2.2225  -0.218
28 C 1.2629 -0.9515 3.5231  -0.209
29 Si 1.7162 -1.4594 -0.7901  0.259
30 C 0.3724 -2.7487 -0.6797  -0.220
31 C 3.2321 -2.0768 0.0898  -0.217
32 C 2.1423 -1.0991 -2.5677  -0.225
33 H 4.9573 1.8493 1.9504  0.044
34 H 4.4443 0.2704 1.3543  0.015
35 H 3.6670 0.9729 2.7712  0.020
36 H 4.5536 3.0971 -0.8291  0.041
37 H 2.9815 2.9716 -1.6269  0.034
38 H 4.0015 1.5429 -1.4477  0.019
39 H 3.1938 4.3439 1.6710  0.041
40 H 1.8938 3.4882 2.4933  0.017
41 H 1.6042 4.2156 0.9109  0.031
42 H -1.4032 1.9666 2.8735  -0.016
43 H 0.1992 2.1845 3.5715  0.019
44 H -0.9943 1.1893 4.4049  0.045
45 H -2.2410 -0.7288 1.5912  0.019
46 H -1.9543 -1.4361 3.1768  0.042
47 H -1.1851 -2.1286 1.7488  0.014
48 H 2.0274 -0.2701 3.8949  0.022
49 H 1.7581 -1.7437 2.9624  0.015
50 H 0.7814 -1.4072 4.3931  0.042
51 H 0.3535 -3.1869 0.3192  0.027
52 H 0.5879 -3.5542 -1.3864  0.040
53 H -0.6252 -2.3664 -0.9003  0.009
54 H 3.1028 -2.1475 1.1687  0.017
55 H 4.1098 -1.4616 -0.1097  0.025
56 H 3.4457 -3.0813 -0.2897  0.043
57 H 1.3409 -0.5997 -3.1095  0.010
58 H 2.3776 -2.0291 -3.0913  0.041
59 H 3.0204 -0.4534 -2.6293  0.023

Energy above the lowest of the compared OMol25 structures with the same formula, charge and spin   0.1 kcal/mol
E_LUMO   -0.074 Eh
Multiplicity   1
HOMO level   -10.7 eV
Total charge   +1


Question: HOMO level of number 3 (C15H35CaF2N6O9S2)?
Answer: -12.1 eV